98
Properties=species:S:1:pos:R:3:forces:R:3:nbo_charge:R:1 method="wB97M-V/def2-TZVPD" e_tot_ev=-81139.0821 homo_energy_ev=-15.923 total_charge=+3
In 0.0083 0.2493 0.2063 0.027 -0.275 0.604 1.537
O -1.4635 -1.5334 -3.6392 0.087 -0.083 0.373 -0.612
C -1.0586 -1.2492 -2.4226 -0.087 -0.280 -0.289 0.816
O -0.8491 -0.1385 -1.9817 -0.383 -0.051 -0.557 -0.611
C -0.8864 -2.4469 -1.5504 -0.072 -0.062 -0.212 0.072
C -1.0698 -3.7582 -1.9592 -0.022 -0.038 -0.039 -0.145
C -0.9368 -4.7528 -1.0027 -0.005 -0.065 -0.072 -0.118
C -0.6966 -4.3926 0.3175 -0.025 -0.127 -0.024 -0.173
C -0.5598 -3.0492 0.6270 -0.061 -0.151 0.095 0.070
N -0.6066 -2.1078 -0.3069 0.247 0.254 0.447 -0.416
C -0.4263 -2.4912 2.0158 -0.165 -0.082 0.047 0.808
O -0.5977 -3.2709 3.0596 0.152 0.253 0.126 -0.604
O -0.1881 -1.3164 2.1809 0.005 0.291 0.039 -0.593
H -1.6172 -0.7315 -4.1570 -0.019 0.257 -0.147 0.530
H -1.3087 -3.9816 -2.9897 0.007 -0.019 0.020 0.274
H -1.0432 -5.7956 -1.2776 0.002 0.064 0.034 0.268
H -0.6145 -5.1697 1.0677 -0.027 0.040 0.002 0.243
H -0.8601 -4.1733 2.8576 -0.092 -0.261 -0.111 0.512
C 0.7111 3.1357 -4.6692 0.045 0.015 -0.096 -0.130
C 1.6848 2.1558 -4.8530 -0.045 0.098 -0.070 -0.192
C 1.9970 1.2896 -3.8263 0.041 -0.234 0.267 -0.172
C 1.3147 1.3958 -2.6100 0.109 0.338 -0.286 0.021
C 0.3432 2.3801 -2.4286 0.100 -0.171 0.340 -0.117
C 0.0466 3.2514 -3.4547 -0.058 0.148 -0.096 -0.228
N 1.5791 0.5454 -1.5087 -0.301 0.306 0.228 -0.176
N 2.5349 -0.2292 -1.5888 0.314 0.028 -0.403 -0.124
C 2.8503 -0.9676 -0.4279 0.073 -0.155 0.470 0.271
C 3.9719 -1.7700 -0.4933 0.132 -0.056 -0.166 -0.183
C 4.3962 -2.4069 0.6639 0.090 -0.071 0.014 -0.114
C 3.6904 -2.2035 1.8388 -0.005 -0.004 0.054 -0.209
C 2.5587 -1.4015 1.8110 0.107 0.016 -0.150 0.045
N 2.1340 -0.8045 0.6894 -0.241 -0.081 -0.245 -0.536
H 0.4696 3.8141 -5.4792 0.033 -0.045 0.047 0.248
H 2.2028 2.0756 -5.7999 -0.020 0.009 0.034 0.251
H 2.7543 0.5283 -3.9469 0.020 0.002 -0.052 0.246
H -0.1879 2.4484 -1.4802 -0.054 0.086 -0.080 0.207
H -0.7035 4.0204 -3.3235 0.012 -0.048 0.028 0.238
H 4.4975 -1.8670 -1.4356 -0.012 0.028 0.076 0.267
H 5.2788 -3.0353 0.6529 -0.056 0.023 -0.017 0.262
H 4.0015 -2.6643 2.7688 -0.021 0.063 -0.070 0.260
H 1.9732 -1.2351 2.7048 0.036 -0.005 -0.040 0.234
N 0.7207 4.3863 4.1902 0.363 -0.366 -0.128 -0.664
C 1.6058 3.5281 3.3292 0.060 -0.174 -0.168 -0.235
C 0.7305 2.6003 2.4893 0.060 0.005 -0.038 -0.259
N 1.4401 1.9575 1.3718 -0.378 0.010 0.156 -0.827
H 1.2535 4.9755 4.8237 0.155 0.161 0.183 0.456
H 0.0853 3.8106 4.7387 -0.336 -0.213 0.274 0.459
H 0.1423 4.9795 3.6137 -0.405 0.411 -0.349 0.448
H 2.2752 2.9797 3.9865 0.033 0.009 0.104 0.234
H 2.2049 4.1801 2.6984 -0.024 0.186 0.031 0.234
H -0.1051 3.1621 2.0791 -0.118 0.061 -0.141 0.254
H 0.3011 1.8218 3.1183 -0.084 -0.066 0.030 0.227
H 2.2437 1.4281 1.6947 0.031 0.006 -0.037 0.398
H 1.7745 2.6444 0.7015 -0.009 0.041 -0.023 0.404
C -5.3090 1.8883 -0.7057 0.160 0.084 0.025 -0.638
C -5.6406 2.2206 0.7413 0.019 0.024 -0.006 0.297
C -6.6231 3.3739 0.8143 -0.027 0.116 0.061 -0.628
C -6.1696 0.9974 1.4697 0.095 -0.073 0.088 -0.630
O -4.4463 2.6676 1.4659 -0.217 0.041 -0.201 -0.998
Si -2.8642 2.6594 1.6008 0.327 -0.118 -0.406 2.314
S -2.2723 0.7518 0.7221 0.326 0.179 0.099 -0.815
O -2.4108 2.7874 3.1706 0.093 0.178 0.154 -0.992
C -3.0312 2.2456 4.3807 -0.145 -0.127 -0.090 0.278
C -3.0574 0.7279 4.2825 -0.105 -0.053 -0.119 -0.638
C -2.1619 2.6897 5.5426 0.084 0.232 0.029 -0.629
C -4.4318 2.8200 4.5572 -0.031 0.073 -0.122 -0.639
O -2.0172 3.8088 0.7851 -0.132 0.057 0.316 -0.985
C -2.3694 5.2033 0.4838 0.052 0.071 -0.107 0.278
C -3.3103 5.8031 1.5254 0.017 -0.282 0.124 -0.650
C -1.0617 5.9801 0.4624 0.084 -0.039 0.121 -0.613
C -3.0021 5.2291 -0.8995 -0.124 -0.152 0.036 -0.620
H -6.2290 1.6409 -1.2381 0.041 0.030 0.028 0.239
H -4.6334 1.0351 -0.7674 -0.020 -0.008 -0.022 0.213
H -4.8407 2.7415 -1.2063 -0.105 -0.124 0.039 0.210
H -7.5936 3.0628 0.4230 0.064 0.039 0.000 0.236
H -6.2704 4.2232 0.2228 -0.036 -0.046 0.058 0.213
H -6.7575 3.6958 1.8495 -0.014 -0.023 -0.070 0.224
H -7.0906 0.6492 0.9984 0.063 0.010 0.023 0.237
H -6.3883 1.2319 2.5145 -0.017 -0.040 -0.106 0.220
H -5.4328 0.1875 1.4331 -0.087 0.055 0.019 0.207
H -2.0574 0.3371 4.0710 -0.062 0.005 0.028 0.205
H -3.7265 0.4153 3.4727 0.090 -0.013 0.134 0.224
H -3.4183 0.2896 5.2166 0.016 0.051 -0.092 0.237
H -1.1535 2.2524 5.4773 -0.072 0.079 -0.010 0.174
H -2.5967 2.3560 6.4858 0.080 -0.035 -0.036 0.254
H -2.1364 3.7877 5.5855 0.144 -0.152 -0.027 0.208
H -5.0741 2.5207 3.7292 0.052 0.047 0.161 0.233
H -4.3936 3.9134 4.5828 -0.018 -0.101 0.021 0.219
H -4.8753 2.4655 5.4912 0.084 0.025 -0.074 0.234
H -2.8907 5.7012 2.5348 -0.049 0.040 -0.150 0.204
H -4.2859 5.3123 1.5123 0.049 0.030 -0.008 0.237
H -3.4611 6.8648 1.3186 0.032 -0.086 0.021 0.243
H -0.6949 6.1470 1.4814 0.072 -0.066 -0.001 0.176
H -1.2126 6.9667 0.0208 0.020 -0.062 0.004 0.245
H -0.3028 5.4484 -0.1193 -0.066 0.057 0.013 0.207
H -3.8426 4.5329 -0.9306 0.027 0.124 -0.027 0.217
H -2.2785 4.9339 -1.6639 -0.045 0.010 0.052 0.202
H -3.3731 6.2294 -1.1343 0.063 -0.080 0.002 0.236